No. 1
This record from the Open Molecules 2025 dataset describes an isolated ion of composition C5H13N4S and charge +1. The level of theory is ωB97M-V/def2-TZVPD.

Computed properties:
energy above the lowest of the compared OMol25 structures with the same formula, charge and spin = 50.95 kJ/mol
frontier orbital gap = 8.52 eV
LUMO energy = -4.69 eV
net charge = +1

CARTESIAN COORDINATES (ANGSTROEM)
C  2.270  0.698  -0.446
C  1.628  -1.895  0.592
C  -1.680  0.560  1.621
C  -1.960  -0.912  -1.376
C  -1.782  1.045  0.137
N  0.940  0.929  -0.478
N  3.101  1.784  -0.363
N  -1.151  0.069  -0.681
N  0.105  -0.053  -0.777
S  3.020  -0.938  -0.229
H  1.976  -2.899  0.689
H  0.710  -1.865  -0.020
H  -0.773  0.115  1.745
H  -1.916  1.324  2.275
H  -2.252  -0.329  1.673
H  -1.620  -1.309  -2.266
H  -2.187  -1.700  -0.611
H  -2.913  -0.475  -1.677
H  -2.795  1.042  -0.318
H  -1.288  1.995  -0.062
H  2.903  2.651  -0.842
H  4.031  1.591  -0.100
H  1.633  -1.425  1.515

Cartesian forces, eV/Å:
C -0.19 -0.45 1.00
C 0.54 0.41 -2.30
C -1.49 -0.05 -3.37
C -2.02 -0.59 2.68
C -1.06 0.59 0.30
N -1.12 0.39 0.71
N -1.89 -1.95 -0.77
N 2.37 0.14 -0.76
N 1.53 -0.19 -2.29
S -1.07 0.97 -0.33
H 0.42 -0.67 0.01
H 0.78 -0.10 0.71
H 3.19 -0.25 0.68
H -0.50 1.16 1.55
H -1.61 -0.52 0.56
H 1.75 -0.75 -1.45
H 0.02 0.30 -0.94
H 0.04 0.32 0.43
H 0.34 0.63 1.09
H -0.07 0.11 0.26
H -0.30 -0.03 0.20
H 1.14 -0.06 0.10
H -0.82 0.59 1.92

***

No. 2
This record from the Open Molecules 2025 dataset describes C18H14N3PdS as an isolated structure. The level of theory is ωB97M-V/def2-TZVPD.

Computed properties:
energy above the lowest of the compared OMol25 structures with the same formula, charge and spin = 0.00 kJ/mol
frontier orbital gap = 7.26 eV
LUMO energy = -4.59 eV
net charge = +1

CARTESIAN COORDINATES (ANGSTROEM)
Pd  0.058  0.205  0.352
C  1.773  1.771  0.709
C  2.147  0.475  0.936
C  2.240  -0.442  -0.207
C  1.941  -0.018  -1.459
C  1.747  2.341  -0.661
H  1.608  2.445  1.536
H  2.310  0.104  1.939
H  2.475  -1.483  -0.043
H  1.921  -0.714  -2.289
H  1.047  3.153  -0.819
C  -1.621  -4.192  -2.696
C  -0.538  -3.903  -1.879
C  -0.555  -2.764  -1.090
C  -1.667  -1.934  -1.113
C  -2.761  -2.217  -1.923
C  -2.727  -3.349  -2.716
N  -1.654  -0.781  -0.272
N  -2.753  -0.304  0.060
C  -2.636  0.808  0.890
C  -3.786  1.437  1.342
C  -3.663  2.518  2.203
C  -2.406  2.936  2.602
C  -1.248  2.297  2.145
C  -1.351  1.235  1.273
H  -1.606  -5.076  -3.319
H  0.316  -4.565  -1.852
H  0.271  -2.539  -0.429
H  -3.614  -1.553  -1.933
H  -3.567  -3.576  -3.358
H  -4.752  1.071  1.021
H  -4.546  3.025  2.568
H  -2.309  3.769  3.286
H  -0.292  2.647  2.507
S  4.222  2.595  -2.258
C  2.837  2.183  -1.624
N  1.753  1.334  -1.811

Cartesian forces, eV/Å:
Pd -0.18 0.15 -0.09
C -0.09 -0.15 -0.17
C 0.10 -0.05 -0.19
C 0.16 -0.04 0.24
C 0.05 -0.18 0.01
C -0.13 0.06 -0.06
H 0.03 0.02 0.00
H 0.08 0.01 -0.01
H -0.02 0.00 0.03
H -0.15 0.03 -0.01
H -0.03 -0.03 -0.04
C 0.01 0.00 0.00
C 0.00 0.00 0.00
C -0.01 -0.01 0.01
C 0.02 0.00 -0.03
C 0.01 -0.01 -0.03
C -0.01 0.00 0.00
N 0.06 0.16 0.02
N -0.03 -0.10 -0.05
C 0.01 0.02 0.00
C 0.01 0.02 0.02
C 0.01 0.00 0.00
C -0.03 -0.01 0.00
C 0.05 -0.01 0.02
C -0.04 -0.05 0.13
H 0.00 0.00 0.00
H 0.00 0.00 0.00
H 0.00 0.00 0.00
H 0.00 0.01 0.01
H 0.00 0.00 0.00
H 0.00 -0.01 -0.01
H 0.00 0.00 0.00
H 0.00 0.00 0.00
H 0.00 0.00 -0.01
S 0.12 -0.13 0.14
C -0.01 0.47 -0.06
N -0.02 -0.16 0.11

***

No. 3
This record from the Open Molecules 2025 dataset describes a 2-piece molecular cluster, C3H10S overall. The level of theory is ωB97M-V/def2-TZVPD.

Computed properties:
energy above the lowest of the compared OMol25 structures with the same formula, charge and spin = 21.88 kJ/mol
frontier orbital gap = 10.05 eV
SMILES = CC.CS
LUMO energy = 0.96 eV
net charge = 0

CARTESIAN COORDINATES (ANGSTROEM)
C  -0.330  2.023  -0.516
C  0.467  1.443  0.666
H  -1.288  2.390  -0.164
H  0.174  2.899  -0.933
H  -0.426  1.269  -1.299
H  0.766  2.204  1.375
H  1.367  0.973  0.277
H  -0.156  0.696  1.164
C  -0.552  -2.341  -0.234
S  1.041  -3.019  0.242
H  -1.242  -2.232  0.591
H  -0.979  -3.024  -0.961
H  -0.482  -1.404  -0.792
H  1.640  -1.876  0.586

Cartesian forces, eV/Å:
C 0.57 0.31 0.48
C -0.41 -0.08 -0.69
H -0.33 -0.20 -0.18
H 0.09 -0.17 -0.12
H -0.30 0.17 0.02
H -0.05 0.12 0.18
H 0.15 -0.17 0.17
H 0.28 -0.01 0.14
C -0.30 0.29 -0.68
S 0.22 -0.08 0.01
H -0.03 0.04 0.21
H -0.11 -0.33 0.08
H 0.25 0.03 0.31
H -0.03 0.09 0.07